Record 1
9 unconnected molecules or ions with the total composition C5H27NO10, computed with ωB97M-V/def2-TZVPD.

The value obtained for the relative energy (zero: lowest compared OMol25 entry of this formula, charge and spin) is 50.2 kcal/mol. Its charge is 0. The calculation puts the HOMO-LUMO gap at 10.083 eV. Its SMILES is C[C@@H](CCO)NC=O.O.O.O.O.O.O.O.O.

Last column: Mulliken charge in e.
Positions of all 43 atoms, in Å:
O (-1.37211, 1.39588, -2.30968)  -0.76
C (-0.89200, 1.74922, -1.21353)  -0.12
N (-0.89402, 0.82444, -0.20332)  0.31
C (-0.13624, 1.06601, 1.05432)  0.62
C (-0.04575, -0.26174, 1.83682)  -1.41
C (0.79239, -1.33419, 1.10050)  -0.05
O (2.12952, -0.85333, 1.10688)  -0.72
C (-0.82115, 2.12063, 1.90867)  -1.66
H (-0.52241, 2.73602, -1.09048)  0.44
H (-1.23511, -0.05320, -0.37157)  0.22
H (0.93948, 1.42897, 0.81854)  -0.01
H (-1.07411, -0.69940, 1.97827)  0.29
H (0.32431, -0.05643, 2.81333)  0.66
H (0.79477, -2.33688, 1.59679)  0.40
H (0.49622, -1.48196, 0.04365)  0.25
H (2.74397, -1.61986, 1.08648)  0.28
H (-1.80238, 1.81738, 2.24842)  0.43
H (-0.99012, 3.01518, 1.34498)  0.39
H (-0.27276, 2.36904, 2.82000)  0.43
H (2.50171, -0.03379, 2.59556)  0.39
H (3.32386, 1.08402, 3.25015)  0.32
O (2.75559, 0.31259, 3.44680)  -0.69
H (-1.09700, -0.06547, -2.81916)  0.40
H (-1.28705, -1.13347, -3.94336)  0.27
O (-0.80606, -0.98889, -3.13930)  -0.80
H (-2.43111, -2.23605, -0.09175)  0.36
H (-3.17753, -2.69210, 1.18913)  0.31
O (-3.11963, -2.00922, 0.49780)  -0.69
H (2.01599, 3.42359, -1.62195)  0.28
H (2.07907, 2.00251, -1.02658)  0.38
O (1.59675, 2.81553, -1.04050)  -0.59
H (-0.98590, -2.09429, -1.83754)  0.41
H (-1.33423, -3.56129, -1.40470)  0.30
O (-1.06696, -2.70022, -1.08674)  -0.69
H (2.56417, 0.01467, -1.84697)  0.47
H (2.64844, 0.00958, -0.30306)  0.41
O (2.91830, 0.49298, -1.08948)  -0.84
H (-2.97625, 0.95031, 0.83754)  0.31
H (-3.60183, -0.42670, 1.02853)  0.43
O (-3.65618, 0.48103, 1.38190)  -0.71
H (0.93799, -0.82795, -3.15986)  0.42
H (2.16650, -1.76465, -3.25238)  0.29
O (1.86889, -0.87853, -3.13315)  -0.71

***

Record 2
A molecular structure, C4H8N2O, computed with ωB97M-V/def2-TZVPD.

The value obtained for the relative energy (zero: lowest compared OMol25 entry of this formula, charge and spin) is 88.5 kcal/mol. Its charge is 0. The calculation puts the HOMO-LUMO gap at 8.765 eV.

Last column: Mulliken charge in e.
Positions of all 15 atoms, in Å:
N (1.60076, 0.50998, -1.02204)  -0.33
C (1.71357, -0.49927, -0.11876)  0.40
O (2.73513, -1.13354, 0.07066)  -0.62
C (0.44831, -0.83563, 0.67515)  -0.39
N (-0.75216, -0.11775, 0.30934)  0.05
C (-1.15248, 1.13858, 0.63721)  -0.63
C (-1.81193, -0.45988, -0.45863)  -0.63
H (2.45120, 0.82512, -1.46261)  0.23
H (0.80490, 1.13013, -0.99578)  0.19
H (0.27078, -1.90950, 0.57392)  0.31
H (0.66827, -0.63222, 1.73189)  0.25
H (-1.21121, 1.45365, 1.68244)  0.28
H (-1.29812, 1.87746, -0.14228)  0.31
H (-2.79565, -0.50052, -0.00907)  0.28
H (-1.67138, -0.84660, -1.47144)  0.29